Entry 1:
Formula: C10H13N2O
Source: the Open Molecules 2025 dataset
Level of theory: wB97M-V/def2-TZVPD

Last column: Mulliken charge in e.
Geometry (Å):
C -1.004 -1.619 0.666  -0.936
H 0.371 -3.123 0.207  0.330
C -1.275 -0.076 0.684  0.505
H 2.980 -1.364 -1.401  0.509
C -2.490 1.889 1.358  -0.413
H 2.274 -2.866 -1.214  0.523
H -3.453 2.345 1.641  0.369
C 0.961 0.170 -0.448  1.548
H -1.568 3.790 1.048  0.486
N 0.235 -2.102 0.038  -0.055
H 0.450 1.073 -2.116  0.231
C -0.320 2.134 0.369  -0.301
H -3.204 -0.282 1.630  0.331
C -2.366 0.449 1.325  -0.712
H 0.552 2.594 -0.219  0.383
H 1.878 -1.881 -2.478  0.438
H 2.070 0.987 1.138  0.446
C 1.050 -1.331 -0.653  0.487
H -1.020 -1.897 1.794  0.353
H -1.808 -2.163 0.185  0.435
N 1.252 0.944 -1.573  -0.559
H 2.006 0.572 -2.157  0.276
C 2.088 -1.916 -1.482  -2.026
C -1.489 2.742 0.940  -0.888
O 2.093 0.129 0.520  -0.611
C -0.261 0.803 0.198  -0.147

SMILES string = CC1=[NH+]Cc2ccccc2[C@@]1(N)O
energy relative to the best compared isomer or geometry (same formula, charge and spin) = 2.431 eV
highest occupied orbital energy = -12.911 eV
LUMO energy = -0.1496 hartree
orbital gap = 8.8415 eV
charge = +1
2S+1 = 1

***

Entry 2:
Formula: C10H13N2OS
Source: the Open Molecules 2025 dataset
Level of theory: wB97M-V/def2-TZVPD

Last column: Mulliken charge in e.
Geometry (Å):
H -3.811 -2.388 -0.599  0.410
S -0.040 -1.451 -2.477  -0.106
C -0.388 -1.877 -0.621  -0.539
H -0.515 2.533 0.235  0.379
H -0.895 2.036 1.854  0.440
H 3.000 1.580 0.833  0.291
H 1.551 -0.683 0.662  0.374
N -1.594 0.068 0.171  0.081
C 0.711 0.031 0.757  -0.554
H 2.393 -1.589 -2.430  0.433
H -1.694 1.025 0.479  0.136
H -3.569 0.021 -0.160  0.505
C -2.859 -1.955 -0.374  -0.549
N 0.978 1.272 1.171  0.193
C 2.334 1.517 1.687  -0.859
H 2.207 2.469 2.335  0.288
H 0.424 -2.417 -0.366  0.628
H 0.393 3.244 1.702  0.328
C -0.356 -0.499 0.066  0.426
C 1.716 0.438 -2.416  0.799
C 1.609 -0.865 -2.457  -0.787
O 1.859 1.570 -2.366  -0.311
C -0.030 2.277 1.183  -1.130
H -1.501 -3.731 -0.615  0.446
H 2.538 0.634 2.304  0.361
C -1.706 -2.698 -0.485  -0.492
C -2.757 -0.564 -0.074  -0.190

SMILES string = CN(C)/C=C1\[NH+]=CC=C[C@H]1SC=C=O
energy relative to the best compared isomer or geometry (same formula, charge and spin) = 3.984 eV
highest occupied orbital energy (alpha / beta) = -11.375 / -11.372 eV
LUMO energy (alpha / beta) = -0.1792 / -0.1793 hartree
orbital gap (alpha / beta) = 6.4984 / 6.4921 eV
charge = +1
2S+1 = 1

***

Entry 3:
Formula: C10H13N2S
Source: the Open Molecules 2025 dataset
Level of theory: wB97M-V/def2-TZVPD

Last column: Mulliken spin population.
Geometry (Å):
N -1.329 0.277 -0.189  0.007
H -3.586 -0.920 -1.025  0.000
H -2.890 0.137 1.130  0.003
C -2.266 -0.552 0.605  0.018
H -2.043 0.738 -0.953  0.022
C 2.802 0.768 1.059  0.198
H -1.398 3.775 0.454  0.001
H 1.917 -1.715 -1.956  0.006
H -1.533 1.620 1.398  0.016
H 4.238 -1.467 -1.379  0.003
H -1.672 -1.182 1.390  0.011
C 1.109 -0.245 -0.546  0.065
H 4.666 0.143 0.863  0.009
H -4.129 -1.857 0.350  0.001
C 1.444 0.716 0.524  0.052
N 0.469 1.403 1.021  0.391
H 3.153 1.495 1.691  0.001
C -0.806 1.472 0.614  -0.020
H -0.414 -1.334 -1.572  -0.011
S -0.978 2.968 -0.503  0.105
C -0.219 -0.489 -0.817  0.595
C 3.716 -0.019 0.452  0.057
C 2.116 -1.058 -1.125  0.213
H -2.644 -2.255 -0.633  -0.006
C 3.439 -0.968 -0.667  0.256
C -3.161 -1.449 -0.188  0.007

energy relative to the best compared isomer or geometry (same formula, charge and spin) = 0.000 eV
highest occupied orbital energy (alpha / beta) = -10.556 / -13.184 eV
LUMO energy (alpha / beta) = -0.1054 / -0.2374 hartree
orbital gap (alpha / beta) = 7.6888 / 6.7231 eV
charge = +1
2S+1 = 3

***

Entry 4:
Formula: C10H13N3
Source: the Open Molecules 2025 dataset
Level of theory: wB97M-V/def2-TZVPD

Last column: Mulliken charge in e.
Geometry (Å):
C 3.232 -0.208 0.523  -0.360
H -0.837 -1.245 -1.404  0.513
H -1.208 -2.683 0.608  0.272
H -3.037 -0.131 -2.026  0.385
H 2.801 2.136 -1.842  0.329
N -1.142 2.627 0.831  -0.786
C -2.079 -2.180 0.075  -1.287
C 1.918 -0.298 1.000  -0.643
H 0.594 1.731 -1.370  0.283
C 3.636 0.656 -0.496  -0.561
H -0.834 -0.290 1.477  0.359
H -1.024 3.435 0.180  0.214
H -1.795 2.863 1.509  0.181
C 0.891 0.423 0.290  0.964
C -2.380 0.054 -1.124  -0.286
H 1.852 -0.699 1.998  0.331
C -1.447 -1.018 -0.614  -0.143
H 4.598 1.062 -0.594  0.385
C 1.329 1.284 -0.676  -0.445
H -2.338 -2.873 -0.701  0.439
N -1.300 1.443 0.178  1.025
N -2.278 1.226 -0.718  -0.943
C 2.587 1.338 -1.135  -0.443
C -0.575 0.274 0.551  -0.436
H 3.891 -0.827 1.120  0.325
H -2.861 -1.815 0.793  0.330

energy relative to the best compared isomer or geometry (same formula, charge and spin) = 4.231 eV
highest occupied orbital energy = -8.033 eV
LUMO energy = 0.0362 hartree
orbital gap = 9.0179 eV
2S+1 = 1

***

Entry 5:
Formula: C10H13N3O
Source: the Open Molecules 2025 dataset
Level of theory: wB97M-V/def2-TZVPD

Last column: Mulliken charge in e.
Geometry (Å):
C 1.678 -1.666 -0.680  -0.612
H -3.647 0.371 -0.418  0.339
H -0.684 1.346 2.477  0.318
C -0.271 0.377 2.091  -0.703
H -2.253 2.204 -0.477  0.355
H -1.114 -3.008 0.838  0.459
H -0.603 -0.480 2.782  0.378
C -0.418 -2.244 0.484  -0.668
H -1.716 1.680 -2.089  0.376
N 0.576 1.323 -0.769  -0.540
C 2.913 1.709 -0.181  -0.909
H 3.090 1.704 0.861  0.346
H 3.897 1.234 -0.465  0.395
C -1.137 -0.958 0.221  0.786
C -1.876 1.371 -1.074  -0.546
C 0.840 -2.585 0.239  -0.380
C 2.018 -0.432 -0.630  0.621
C -2.792 0.082 -1.005  -0.450
H 1.209 -3.545 0.543  0.510
N -0.934 0.224 0.809  0.141
H 0.810 0.294 2.073  0.322
H -3.368 -0.133 -1.873  0.447
C -0.569 1.038 -0.330  0.213
H 2.738 2.577 -0.754  0.382
H 1.862 -2.221 -1.575  0.448
O -2.106 -1.063 -0.597  -0.253
N 1.858 0.799 -0.500  0.227

energy relative to the best compared isomer or geometry (same formula, charge and spin) = 1.741 eV
highest occupied orbital energy = -18.230 eV
LUMO energy = -0.3275 hartree
orbital gap = 9.3178 eV
charge = +2
2S+1 = 1

***

Entry 6:
Formula: C10H13N3S2
Source: the Open Molecules 2025 dataset
Level of theory: wB97M-V/def2-TZVPD

Last column: Mulliken charge in e.
Geometry (Å):
N -2.879 0.139 0.576  0.457
C -0.706 1.253 0.191  0.397
H 1.612 -2.323 -0.795  0.338
N -2.771 2.515 0.637  -0.693
H 0.664 -1.888 0.841  0.310
H -0.102 -1.859 -0.828  0.332
H 1.042 -0.075 -2.404  0.400
C -3.603 -0.705 1.391  -0.348
C 1.214 -0.165 -0.336  1.235
H 2.709 -0.207 -1.838  0.508
S -0.840 2.571 -1.022  -0.166
C -2.275 3.164 -0.337  -0.076
H 2.341 1.269 0.652  0.370
H -2.797 4.063 -0.579  0.446
H -5.134 -2.293 0.968  0.333
H -1.781 1.044 2.029  0.409
C -2.109 1.286 0.985  -0.172
S -4.261 -1.240 -0.960  -0.070
C -3.046 -0.012 -0.750  -0.482
C 2.447 0.143 0.633  -1.365
C 1.803 0.341 -1.708  -1.678
H 2.245 -0.227 1.692  0.320
N 0.068 0.314 0.307  -0.237
H -3.527 -0.678 2.514  0.280
H 1.999 1.421 -1.782  0.372
H 3.425 -0.256 0.211  0.369
C 0.853 -1.633 -0.281  -1.431
C -4.411 -1.492 0.678  -0.157

energy relative to the best compared isomer or geometry (same formula, charge and spin) = 1.207 eV
highest occupied orbital energy = -8.662 eV
LUMO energy = 0.0259 hartree
orbital gap = 9.3655 eV
2S+1 = 1